{"formula": "C21H26N4O5S", "method": "ωB97M-V/def2-TZVPD", "homo_lumo_gap_ev": 8.8, "e_above_lowest_kcal_mol": 25.4, "smiles": "CC(C)(C)NC(=O)CN(C(=O)CCC(=O)Nc1nccs1)c1ccc2c(c1)OCCO2", "e_tot_ha": -1809.30157, "e_homo_ev": -8.29, "species": ["C", "C", "C", "C", "N", "C", "O", "C", "N", "C", "O", "C", "C", "C", "O", "N", "C", "N", "C", "C", "S", "C", "C", "C", "C", "C", "C", "O", "C", "C", "O", "H", "H", "H", "H", "H", "H", "H", "H", "H", "H", "H", "H", "H", "H", "H", "H", "H", "H", "H", "H", "H", "H", "H", "H", "H", "H"], "coordinates": [[1.107, 1.211, -2.885], [-0.249, 1.758, -3.341], [-0.461, 1.488, -4.832], [-0.339, 3.255, -3.050], [-1.317, 1.113, -2.576], [-1.576, -0.200, -2.557], [-1.031, -1.044, -3.243], [-2.660, -0.577, -1.528], [-2.092, -0.604, -0.184], [-1.909, 0.578, 0.450], [-2.332, 1.623, -0.029], [-1.069, 0.594, 1.710], [0.093, 1.558, 1.464], [0.863, 1.842, 2.719], [0.606, 1.404, 3.813], [1.953, 2.687, 2.579], [2.449, 3.300, 1.467], [2.013, 3.200, 0.260], [2.747, 3.946, -0.603], [3.773, 4.640, -0.057], [3.851, 4.362, 1.645], [-1.764, -1.871, 0.352], [-2.266, -2.260, 1.592], [-1.953, -3.502, 2.104], [-1.157, -4.384, 1.382], [-0.701, -4.016, 0.111], [-0.998, -2.756, -0.392], [0.038, -4.864, -0.667], [0.004, -6.203, -0.227], [0.204, -6.264, 1.287], [-0.850, -5.595, 1.944], [1.908, 1.660, -3.467], [1.135, 0.134, -3.029], [1.269, 1.435, -1.833], [-1.428, 1.872, -5.150], [0.318, 1.972, -5.416], [-0.431, 0.419, -5.020], [0.423, 3.791, -3.609], [-0.192, 3.444, -1.988], [-1.314, 3.641, -3.341], [-1.778, 1.683, -1.874], [-3.468, 0.159, -1.549], [-3.048, -1.568, -1.764], [-1.669, 0.971, 2.541], [-0.691, -0.391, 1.970], [0.778, 1.154, 0.715], [-0.289, 2.502, 1.067], [2.445, 2.874, 3.446], [2.476, 3.940, -1.642], [4.479, 5.288, -0.533], [-2.898, -1.588, 2.151], [-2.318, -3.816, 3.068], [-0.633, -2.495, -1.373], [0.804, -6.723, -0.755], [-0.964, -6.657, -0.482], [0.191, -7.293, 1.649], [1.163, -5.794, 1.544]]}

=====

{"formula": "C9H17NO3S", "method": "ωB97M-V/def2-TZVPD", "homo_lumo_gap_ev": 10.4, "e_above_lowest_kcal_mol": 58.0, "smiles": "CC(C)(C)C1=NS(=O)(=O)COC1(C)C", "e_tot_ha": -1031.65828, "e_homo_ev": -9.86, "species": ["C", "C", "C", "C", "C", "N", "S", "O", "O", "C", "O", "C", "C", "C", "H", "H", "H", "H", "H", "H", "H", "H", "H", "H", "H", "H", "H", "H", "H", "H", "H"], "coordinates": [[1.837, -0.882, 1.183], [1.029, -1.211, -0.152], [1.960, -1.028, -1.368], [0.617, -2.675, -0.171], [-0.151, -0.325, -0.119], [-1.226, -0.963, -0.046], [-2.727, -0.387, 0.101], [-2.940, -0.470, 1.484], [-3.568, -1.181, -0.739], [-2.629, 1.291, -0.571], [-1.371, 1.637, -0.912], [-0.284, 1.198, -0.042], [-0.607, 1.565, 1.391], [0.836, 2.143, -0.622], [2.504, -1.812, 1.378], [2.370, 0.101, 1.172], [1.251, -0.643, 2.073], [2.714, -1.748, -1.593], [2.440, -0.133, -1.405], [1.240, -0.888, -2.162], [1.282, -3.364, -0.837], [-0.401, -2.810, -0.643], [0.572, -3.025, 0.924], [-2.972, 2.073, 0.065], [-3.180, 1.391, -1.428], [-1.361, 2.418, 1.512], [0.301, 1.954, 2.020], [-1.003, 0.772, 1.851], [0.391, 3.063, -0.765], [1.322, 1.664, -1.550], [1.755, 2.275, -0.028]]}

=====

Question: Which formula does entry 2 have?
Answer: C9H17NO3S